No. 1
DFT (ωB97M-V/def2-TZVPD) results for 2 unconnected molecules or ions with the total composition C23H24NO at a distorted geometry.

The relative energy (zero: lowest compared OMol25 entry of this formula, charge and spin) is 122.4 kJ/mol. The calculation puts the orbital gap at 5.67 eV. The HOMO energy is -11.58 eV. As for the net charge: +1.

```
49
Properties=species:S:1:pos:R:3:forces:R:3
C 6.11524 -0.53753 -2.00711 0.5 -0.5 -0.4
O 5.49118 0.38921 -1.14382 -2.5 0.2 0.6
C 4.13078 0.20444 -0.99808 0.8 0.1 -0.1
C 3.36514 1.23819 -0.41928 0.6 0.0 0.0
C 2.00245 1.15176 -0.34305 0.1 -0.1 -0.3
C 1.31195 0.02606 -0.84722 -0.9 0.0 0.1
C -0.12630 -0.03086 -0.92564 1.3 0.1 -0.2
C -0.93094 -1.22758 -0.98655 -0.5 -0.9 -0.1
C -2.27141 -0.86501 -1.24080 -0.1 -1.6 0.0
C -3.26330 -1.83181 -1.37242 0.4 1.4 0.1
C -2.92101 -3.15888 -1.23855 0.6 -0.5 0.1
C -1.60689 -3.52260 -0.94362 -0.5 -0.4 -0.1
C -0.61317 -2.58107 -0.80781 0.2 0.8 0.2
C -2.33361 0.57501 -1.31999 -0.3 1.5 -0.1
C -1.02848 1.08091 -1.12022 -0.7 0.9 0.0
C -0.81917 2.46390 -1.23444 0.3 -0.8 -0.1
C -1.89527 3.29073 -1.47701 -0.5 0.3 -0.1
C -3.18207 2.77640 -1.64496 0.5 0.7 0.1
C -3.40692 1.41952 -1.58286 0.6 -1.3 0.2
C 2.09080 -1.03585 -1.34973 -0.5 0.2 0.0
C 3.44846 -0.95487 -1.41610 1.0 0.0 0.0
H 7.13702 -0.20871 -2.19790 -0.2 0.1 0.2
H 6.14498 -1.52657 -1.54743 0.1 0.0 -0.1
H 5.57346 -0.56827 -2.95396 0.1 -0.1 0.0
H 3.89574 2.10033 -0.05484 0.0 0.2 0.1
H 1.44090 1.94449 0.11711 0.0 0.2 0.1
H -4.27968 -1.53229 -1.55628 -0.2 0.0 -0.1
H -3.67773 -3.92172 -1.34485 0.0 -0.1 0.0
H -1.36830 -4.56424 -0.81509 0.0 -0.2 0.0
H 0.37806 -2.87394 -0.51020 0.1 -0.2 0.0
H 0.17635 2.86806 -1.19900 0.1 0.2 0.1
H -1.74391 4.35567 -1.55894 0.1 0.1 0.0
H -4.00642 3.44607 -1.83962 0.0 0.1 0.0
H -4.38910 1.00789 -1.73750 -0.2 0.0 -0.1
H 1.59703 -1.88421 -1.78525 0.0 -0.2 0.0
H 4.00598 -1.79749 -1.78168 0.0 -0.1 -0.2
C -1.62314 1.58800 3.80489 0.2 0.0 0.0
C -1.17266 0.29454 3.13744 -0.5 -0.1 -0.4
C -1.43027 -0.90720 4.03789 0.2 0.1 0.0
N 0.24696 0.36999 2.78289 0.1 0.0 0.3
H -2.68151 1.56103 4.06795 0.0 -0.1 -0.1
H -1.05575 1.75370 4.72092 0.1 0.0 0.0
H -1.45683 2.44689 3.15395 0.0 0.1 -0.1
H -1.74847 0.16287 2.20181 -0.3 0.0 0.3
H -2.48425 -0.99501 4.30492 0.0 0.1 -0.1
H -1.12398 -1.83535 3.55433 0.0 -0.1 0.0
H -0.85850 -0.81277 4.96129 0.1 0.0 0.0
H 0.53658 -0.47801 2.31355 0.1 -0.1 0.0
H 0.41000 1.13617 2.14285 0.0 0.1 0.0
```
Forces are in eV/Å.


No. 2
DFT (ωB97M-V/def2-TZVPD) results for 2 unconnected molecules or ions with the total composition C23H24NO2 at a distorted geometry.

The relative energy (zero: lowest compared OMol25 entry of this formula, charge and spin) is 0.0 kJ/mol. The calculation puts the orbital gap at 5.41 eV. The HOMO energy is -10.24 eV. As for the net charge: +1.

```
50
Properties=species:S:1:pos:R:3:forces:R:3
C -2.40305 -0.60712 3.09111 -0.7 -0.2 -0.1
C -1.07578 0.01850 3.08568 0.7 1.5 -0.2
C -0.66097 1.35674 3.05177 -0.5 -1.2 0.5
C 0.75634 1.36633 3.18128 0.4 -1.2 -0.8
C 1.17729 0.03015 3.15548 -0.8 1.3 0.2
C 2.50910 -0.58406 3.16928 0.6 -0.2 0.0
N 0.05403 -0.74752 3.11838 0.2 -0.3 0.2
H -3.17226 0.17316 3.08972 0.1 -0.3 0.0
H -2.54446 -1.24748 2.20647 -0.1 0.2 0.3
H -2.53497 -1.22810 3.99212 -0.1 0.1 -0.3
H -1.32635 2.20669 2.95759 0.1 -0.2 0.0
H 1.42030 2.22126 3.15714 -0.1 -0.1 -0.1
H 3.27218 0.20198 3.15797 -0.1 -0.3 0.0
H 2.64700 -1.20172 4.07135 0.1 0.1 -0.2
H 2.65001 -1.22632 2.28567 0.1 0.2 0.3
H 0.05828 -1.76526 3.11393 0.0 0.5 0.0
C 0.22293 -3.13312 7.80592 -0.4 -0.4 0.2
C 1.47674 -2.31531 7.47905 0.5 -0.3 0.0
C 0.92756 -0.96432 7.15984 -0.6 0.6 -0.2
C -0.47953 -1.01519 7.32140 0.0 -0.6 -0.3
O -0.95081 -2.25011 7.64300 1.1 1.2 -0.2
C -1.29269 0.11662 7.13094 0.1 -0.5 0.3
C -0.68339 1.29802 6.78152 0.3 0.0 -0.4
C 0.70580 1.34611 6.42759 0.1 -0.2 -0.1
C 1.33610 2.44236 5.78985 -0.6 0.4 1.5
C 0.78436 3.72336 5.48819 -0.1 0.1 -0.6
C 1.66245 4.85247 5.48053 -0.1 0.1 -0.4
C 1.19128 6.09468 5.11640 -0.8 -0.5 0.1
C -0.17259 6.24619 4.75736 0.1 0.5 0.2
O -0.52868 7.52802 4.47655 1.0 -1.2 0.3
C 0.67620 8.36468 4.65818 -0.4 0.4 -0.1
C 1.83919 7.43979 5.03344 0.5 0.2 0.0
C -1.05785 5.15680 4.73120 0.1 0.6 -0.1
C -0.57230 3.91802 5.07944 0.2 -0.1 0.4
C 1.50968 0.19103 6.68849 -0.3 -0.4 0.1
H 0.08832 -3.98849 7.13260 -0.1 0.3 0.2
H 0.22377 -3.49147 8.84333 -0.1 0.1 -0.3
H 2.15866 -2.29058 8.33771 -0.1 0.0 -0.2
H 2.02314 -2.75076 6.63384 -0.1 0.1 0.2
H -2.36230 0.02143 7.28261 0.1 0.2 0.1
H -1.27056 2.21240 6.76576 0.1 -0.3 -0.1
H 2.42412 2.37639 5.73301 -0.2 -0.1 -0.1
H 2.70597 4.72815 5.77790 -0.3 0.0 -0.1
H 0.84691 8.90104 3.71744 -0.1 -0.2 0.2
H 0.45438 9.09323 5.44828 -0.1 -0.2 -0.3
H 2.29301 7.73943 5.98377 0.0 -0.1 -0.2
H 2.61881 7.47209 4.26322 -0.1 -0.1 0.2
H -2.08648 5.32319 4.43199 0.1 -0.1 0.0
H -1.23597 3.05847 5.01392 0.3 0.3 -0.1
H 2.58652 0.22308 6.50441 -0.3 0.0 -0.1
```
Forces are in eV/Å.


No. 3
DFT (ωB97M-V/def2-TZVPD) results for a molecular structure, C23H25As2BCrF7N4O3S3Se at a distorted geometry.

The relative energy (zero: lowest compared OMol25 entry of this formula, charge and spin) is 183.1 kJ/mol. The calculation puts the orbital gap (spin up / spin down) at 4.88 / 6.67 eV. The HOMO energy (spin up / spin down) is -0.70 / -2.86 eV. As for the spin multiplicity: 6. As for the net charge: -2.

```
70
Properties=species:S:1:pos:R:3:forces:R:3
Cr -0.39132 0.34862 -1.46553 -0.5 1.6 1.1
C -1.02018 0.86972 2.73502 -0.1 0.0 -0.2
As 0.60488 0.54931 1.65324 0.1 0.0 0.7
C 1.69007 2.04495 2.36462 0.0 0.0 -0.2
C 1.36188 -0.77996 2.94458 0.3 -0.4 -0.2
C 1.50319 -0.35862 4.26739 -0.1 0.1 0.1
C 2.09672 -1.14280 5.24070 0.0 0.1 0.1
C 2.56048 -2.40122 4.90900 0.0 -0.2 0.1
C 2.40508 -2.85436 3.61269 0.1 -0.1 -0.1
C 1.82968 -2.07070 2.61425 0.0 0.6 0.1
As 1.75724 -2.79832 0.78479 0.2 -0.3 0.2
C 0.97539 -4.52791 1.37636 -0.2 0.1 -0.2
C 3.59383 -3.54109 0.69316 -0.1 0.2 -0.2
H -0.83539 0.85813 3.80981 0.1 0.0 -0.1
H -1.73968 0.08575 2.49204 0.0 0.0 0.0
H -1.45928 1.82866 2.45844 0.0 0.0 0.0
H 1.52898 2.20615 3.43075 0.0 0.0 -0.1
H 1.42895 2.95353 1.82659 0.0 -0.1 0.0
H 2.73743 1.81535 2.17164 0.0 -0.1 0.0
H 1.14598 0.62364 4.55561 0.0 -0.1 0.0
H 2.20758 -0.76945 6.25290 0.0 0.0 0.0
H 3.05074 -3.02064 5.65216 0.0 0.0 0.0
H 2.77103 -3.84395 3.36125 0.0 0.0 0.1
H 1.63735 -5.09883 2.03022 0.0 0.1 0.0
H 0.75919 -5.11357 0.48623 0.0 -0.1 -0.1
H 0.03598 -4.34156 1.89529 0.0 0.0 0.0
H 3.90164 -4.03334 1.61655 -0.1 0.0 0.0
H 4.29287 -2.74350 0.45282 0.0 0.1 0.0
H 3.60411 -4.27498 -0.11671 0.0 0.0 0.0
S 0.90101 -1.96747 -3.65202 -0.1 0.8 0.8
C 0.43964 -0.98014 -2.57139 1.3 -1.8 -1.9
F 4.47929 -0.37679 -1.40572 0.0 -0.1 -0.1
B 3.72474 0.35474 -0.48084 -0.3 -0.1 0.0
F 4.26239 1.63047 -0.30461 0.0 0.1 0.0
F 3.71797 -0.32571 0.76378 0.0 0.0 0.1
F 2.37375 0.45086 -0.92862 0.3 0.0 0.0
Se -3.48334 1.17984 -0.42988 -0.2 0.3 0.0
N -1.72101 1.63900 -0.65010 -0.5 0.6 0.5
C -1.55673 2.82500 -0.00109 0.1 -0.1 -0.1
C -0.33899 3.51103 0.09519 -0.2 0.2 0.0
C -0.27494 4.68858 0.82693 0.2 -0.1 -0.2
C -1.39958 5.19623 1.47555 -0.2 0.1 0.1
C -2.61829 4.54573 1.39441 0.1 0.1 0.0
C -2.72685 3.35549 0.65374 0.2 -0.1 -0.2
N -3.86163 2.64925 0.53069 -0.2 -0.2 0.0
H 0.52933 3.12078 -0.41609 0.1 0.0 0.1
H 0.67013 5.21436 0.90165 0.0 0.0 0.0
H -1.32240 6.11269 2.05094 0.0 0.0 0.0
H -3.49277 4.92388 1.90957 0.0 0.0 0.0
F -2.95163 -3.72747 0.65667 0.0 0.0 -0.1
C -3.43890 -2.76842 -0.15053 0.2 0.1 0.1
F -4.33251 -3.35199 -0.96941 0.2 0.1 -0.1
F -4.11504 -1.91657 0.62848 0.0 0.1 -0.1
S -2.02947 -1.95027 -1.09468 -1.7 -1.6 0.6
O -2.68179 -1.13634 -2.09143 0.0 0.3 0.0
O -1.33032 -3.09383 -1.60051 0.4 -0.2 0.0
O -1.39140 -1.18627 -0.02628 0.6 0.3 -0.6
C -3.18790 -0.26809 -4.94375 0.1 0.0 0.1
C -1.94401 0.53703 -5.17522 0.1 0.0 -0.1
C -1.51118 0.88472 -6.45705 0.0 0.0 0.0
C -0.40342 1.71219 -6.52940 0.0 0.0 0.2
N 0.25181 2.15253 -5.46570 0.1 0.0 -0.1
C -0.17293 1.70313 -4.26982 -0.3 0.0 0.1
S 0.66777 2.12901 -2.83820 0.2 -0.4 0.0
N -1.26418 0.91440 -4.10500 0.0 0.0 -0.1
H -3.92169 -0.09899 -5.73197 0.0 0.0 0.0
H -3.59671 -0.01389 -3.96836 -0.1 0.0 -0.1
H -2.93368 -1.33009 -4.90838 -0.1 0.0 0.0
H -2.03118 0.53789 -7.34010 0.0 0.1 0.0
H -0.01777 2.05455 -7.48733 -0.1 0.0 0.0
```
Forces are in eV/Å.


- What is the formula in the first record?
  C23H24NO